(1)
Below is a structure of composition C34H31N6OPtSi, with properties calculated with ωB97M-V with the def2-TZVPD basis set.

Results
Spin multiplicity = 1
LUMO energy = -4.561 eV
Maximum force = 0.62 eV/Å
Charge = +1
Energy = -57870.7865 eV
Kohn-Sham gap = 0.2387 hartree
Relative energy (zero: lowest compared OMol25 entry of this formula, charge and spin) = 1.0 kcal/mol
HOMO = -0.4063 Eh

XYZ file:
```
74
Properties=species:S:1:pos:R:3:forces:R:3:lowdin_charge:R:1
Si -1.277707 -0.043788 3.442847 0.0 -0.1 -0.2 0.4651
H -0.265842 2.732468 3.896040 0.0 0.0 0.0 0.0974
C 1.764427 3.526808 -1.284232 0.0 0.1 0.0 -0.0366
H 1.471393 -0.039633 6.010216 0.0 0.0 0.0 0.0886
H -0.562039 4.923217 0.497707 0.0 0.0 0.0 0.1267
C 7.104569 1.108475 -4.719282 0.0 -0.1 0.0 -0.1145
N 2.081998 -0.086957 -0.863311 0.2 0.1 0.2 -0.0746
C -3.495392 1.740212 3.717540 0.0 0.0 0.1 -0.0767
N 0.974009 4.487974 -0.803689 0.0 -0.1 -0.1 0.1207
C 6.119414 -1.216704 -3.762545 0.0 -0.1 0.0 -0.0068
N 7.746580 -0.010634 -5.040883 -0.1 0.0 0.1 0.0837
H -0.709005 2.549292 1.382170 0.0 0.0 0.0 0.1044
C -3.484824 -1.957961 3.703536 0.0 0.0 0.0 -0.0884
H 1.416562 0.520986 4.337431 0.0 0.0 0.0 0.0710
C 3.578765 1.119407 -2.208636 0.0 0.1 -0.1 0.0800
H 4.266309 -2.197965 -2.193939 0.0 0.0 0.0 0.1119
C 0.511903 -2.997824 1.191164 0.1 0.0 0.1 -0.0464
C -4.500000 -3.071846 1.826895 0.0 0.0 0.0 -0.0832
H 0.831557 -2.406307 5.476918 0.0 0.0 0.0 0.0908
C 7.248627 -1.147573 -4.563978 0.0 0.1 0.0 -0.1145
C 3.774976 -1.259752 -1.988233 0.0 -0.1 0.0 0.0803
H -4.112739 0.852935 3.631993 0.0 0.0 -0.1 0.0973
C 2.686381 -1.244599 -1.139369 -0.1 -0.2 0.0 -0.1596
C -2.594428 -1.272893 2.869271 0.0 0.0 -0.1 -0.2246
H 0.432199 1.311891 5.585943 0.0 0.0 0.0 0.0733
H 3.005148 -4.011003 -1.436039 0.0 0.0 0.0 0.1275
H 0.933378 -1.949379 3.777432 0.0 0.0 0.1 0.0600
H -3.820444 5.103281 3.957674 0.0 0.0 0.0 0.1049
Pt 0.856650 -0.034837 0.630715 -0.1 -0.3 -0.2 1.2681
C -1.349434 2.788483 3.864129 0.0 0.0 0.0 -0.1266
H 7.516430 2.028952 -5.115089 0.0 0.0 0.0 0.1157
H -3.458052 -1.797063 4.772966 0.0 0.0 0.0 0.0899
H -0.203096 -2.691126 1.940553 -0.1 0.0 0.0 0.0958
C 0.809007 0.351450 5.229846 0.1 -0.1 0.1 -0.0930
C -4.422881 -2.846451 3.193383 0.0 0.0 0.0 -0.0747
C 1.700958 2.229112 -0.826811 0.1 -0.2 -0.1 -0.1553
C 0.253714 -2.013367 4.633489 0.0 0.0 0.1 -0.0941
H 0.233503 -5.123749 1.396385 0.0 0.0 0.0 0.1288
C -2.704482 -1.510074 1.492092 0.0 0.0 0.1 -0.1172
C 5.451277 -0.046542 -3.421425 -0.1 0.0 0.1 -0.1572
H -1.353763 4.926241 4.059076 0.0 0.0 0.0 0.1034
H -0.528218 -2.744313 4.404934 0.0 0.0 0.0 0.0766
C 2.067912 -2.382876 -0.404732 0.1 0.2 -0.2 -0.1564
C 0.093698 4.148456 0.121339 0.0 0.0 0.0 -0.0551
H 7.777137 -2.053642 -4.834504 0.0 0.0 0.0 0.1157
C -1.227106 -0.715138 6.205631 0.1 0.0 0.1 -0.0789
H -5.101770 -3.355793 3.865212 0.0 0.0 0.0 0.1070
N 1.165259 -2.040375 0.551160 0.0 0.1 -0.1 -0.0440
H -2.047924 -0.977191 0.812343 0.0 0.0 0.0 0.0744
C -4.111687 2.983548 3.797381 0.0 0.0 0.0 -0.0745
H -0.623993 -0.938892 7.092323 0.0 0.0 0.0 0.0891
H -5.234626 -3.758860 1.426985 0.0 0.0 0.0 0.1054
H 5.792710 -2.190261 -3.427711 0.0 0.0 0.0 0.1030
C -2.103026 1.612995 3.743120 -0.1 0.1 -0.2 -0.2142
C 0.769225 -4.334027 0.885545 0.0 0.0 0.0 -0.0523
H -3.701333 -2.559468 -0.096540 0.0 0.0 0.0 0.1024
H 2.463956 3.806928 -2.062063 0.0 0.0 0.0 0.1272
C -3.638504 -2.398691 0.973045 0.0 0.0 0.0 -0.0843
C 4.246275 -0.064389 -2.541052 0.1 0.0 0.0 -0.0882
H -5.191435 3.055134 3.771195 0.0 0.0 0.0 0.1064
C -0.336133 -0.634634 4.962876 0.0 -0.1 0.0 -0.6027
C 5.969000 1.142001 -3.924457 0.0 0.1 0.0 -0.0063
N 0.812658 1.914905 0.152408 0.0 0.0 -0.1 -0.0565
H -1.741560 0.230222 6.394285 0.0 0.0 0.0 0.0837
O -0.208117 0.111247 2.236500 -0.4 0.2 0.5 -0.5152
H 3.909309 2.069656 -2.596807 0.0 0.0 0.0 0.1110
C 2.499139 1.085933 -1.350616 -0.1 0.2 0.0 -0.1585
H 5.521406 2.102365 -3.716616 0.0 0.0 0.0 0.1027
C -1.957982 4.033720 3.948705 0.0 0.0 0.0 -0.0899
C -3.343420 4.133081 3.905365 0.0 0.0 0.0 -0.0836
H -1.973427 -1.505547 6.130588 0.0 0.0 0.0 0.0611
C -0.005568 2.846751 0.614502 0.1 0.1 0.1 -0.0315
C 2.296287 -3.715362 -0.672572 0.0 -0.1 0.0 -0.0370
N 1.654433 -4.690427 -0.028615 0.0 0.1 -0.1 0.1220
```
Positions in Å, forces in eV/Å.

---

(2)
Below is the molecule C20H26ClN3OS2, with properties calculated with ωB97M-V with the def2-TZVPD basis set.

Results
Spin multiplicity = 1
LUMO energy = 0.341 eV
Maximum force = 0.78 eV/Å
Charge = 0
Energy = -61872.6204 eV
Kohn-Sham gap = 0.3083 hartree
Relative energy (zero: lowest compared OMol25 entry of this formula, charge and spin) = 0.7 kcal/mol
HOMO = -0.2957 Eh

XYZ file:
```
53
Properties=species:S:1:pos:R:3:forces:R:3:lowdin_charge:R:1
H 7.167930 -0.646584 -0.034469 -0.1 0.0 -0.1 0.1233
S 1.400045 -2.726290 -1.658858 -0.1 0.4 0.5 1.0421
S -1.144919 2.753692 0.154419 -0.1 0.5 0.4 0.7216
N -1.585477 0.286290 -0.710953 0.5 -0.4 -0.4 0.0768
C 1.079012 -1.155472 0.343713 0.0 0.1 -0.3 -0.1660
C -2.443707 -2.198388 0.383179 -0.1 0.1 0.0 -0.0289
H 1.882495 2.336309 -2.283974 0.0 -0.1 0.0 0.1246
H -5.799934 1.965457 -0.157156 -0.1 0.1 0.0 0.1061
H 1.798344 -4.409389 0.048521 0.1 -0.2 0.1 0.0634
C -3.800930 1.258996 -0.433928 0.0 -0.1 -0.1 -0.0546
C 1.379429 2.334546 -1.313284 0.3 0.5 0.3 -0.2070
H -1.567965 -1.930614 0.974312 0.1 0.0 0.0 0.0767
H 1.720028 0.193443 -2.533930 -0.1 0.0 0.0 0.1269
C -5.121209 1.135257 -0.047629 0.0 -0.2 0.1 -0.0978
C -4.697664 -1.141025 0.604617 -0.2 0.2 0.0 -0.0738
H 3.249722 1.059658 2.165406 0.0 0.0 0.1 0.1149
H -3.453590 2.189881 -0.848720 0.0 0.0 0.0 0.0663
C -2.914950 0.196754 -0.287981 -0.7 0.0 0.2 -0.2162
C 2.411029 2.319632 -0.182084 0.0 -0.2 -0.4 -0.1491
H 2.856123 3.311686 -0.106133 0.0 0.0 0.0 0.1216
H 3.997145 1.511323 -1.375346 0.0 -0.1 0.0 0.1252
H 5.477682 -0.869030 -0.566391 0.1 0.0 0.0 0.1229
H -5.062105 -2.073087 1.008435 0.0 -0.1 0.0 0.1083
H 0.891988 -0.285712 0.948297 -0.1 0.3 0.1 0.1222
H 3.825421 -1.156049 1.206712 0.1 0.0 0.1 0.1020
C -3.369215 -1.025861 0.229490 0.1 0.2 0.0 -0.1981
H 1.892216 2.122792 0.755723 -0.1 0.1 0.1 0.0946
H 6.119260 1.534478 -0.795045 0.0 0.0 0.0 0.1189
H 4.939369 1.323588 2.632027 -0.1 0.0 0.1 0.1265
O 5.860223 -0.949364 1.460982 0.1 0.0 0.1 -0.1314
C 1.060877 -1.147622 -1.017791 0.1 -0.4 -0.2 -0.5489
N 4.574511 1.493423 0.609285 0.1 0.1 0.0 -0.1682
C 0.810447 -0.000590 -1.957959 0.0 -0.1 -0.2 -0.1722
C 4.284503 0.861718 1.887109 0.1 -0.3 0.1 -0.1491
Cl -7.213582 -0.244144 0.959197 -0.2 0.0 0.1 0.6636
C 1.564227 -3.370850 -0.071192 0.0 0.0 -0.3 -0.3999
H 3.142624 0.290107 -0.414778 0.1 0.0 -0.1 0.0958
C 3.543597 1.312793 -0.399788 -0.2 0.2 0.1 -0.2022
H -2.954876 -3.015482 0.884225 0.0 -0.1 0.0 0.0823
H -2.104843 -2.563973 -0.588361 0.1 -0.1 0.0 0.0900
H 0.030439 -0.281058 -2.682156 0.1 0.1 0.1 0.1336
C 6.129019 -0.398957 0.188852 0.1 0.3 -0.2 -0.1923
C 4.543004 -0.651910 1.873986 -0.3 0.2 0.0 -0.1870
C -5.563195 -0.067747 0.473627 0.2 0.0 -0.1 -0.6758
C 5.915665 1.120303 0.193788 0.1 -0.4 0.0 -0.1632
H 4.439894 -1.067876 2.877483 -0.1 0.0 0.0 0.1267
H -1.152872 -0.610711 -0.877869 0.0 0.1 0.0 0.0923
C 1.369645 -2.430796 0.884757 0.0 -0.2 0.0 -0.1950
H 6.611754 1.567558 0.910359 0.1 0.0 -0.1 0.1248
H 1.429838 -2.628300 1.939598 0.0 -0.1 0.2 0.1096
H 0.785393 3.247624 -1.226382 0.2 -0.2 -0.1 0.0608
N 0.447997 1.223617 -1.281589 -0.3 -0.3 -0.1 -0.1194
C -0.752600 1.365326 -0.656215 0.0 0.1 0.1 -0.7684
```
Positions in Å, forces in eV/Å.

---

(3)
Below is a structure of composition C6H8HgO5, with properties calculated with ωB97M-V with the def2-TZVPD basis set.

Results
Spin multiplicity = 2
LUMO energy (alpha / beta) = -3.066 / -6.896 eV
Maximum force = 3.04 eV/Å
Charge = +1
Energy = -20754.2658 eV
Kohn-Sham gap (alpha / beta) = 0.3844 / 0.2454 hartree
Relative energy (zero: lowest compared OMol25 entry of this formula, charge and spin) = 0.0 kcal/mol
HOMO (alpha / beta) = -0.4971 / -0.4988 Eh

XYZ file:
```
20
Properties=species:S:1:pos:R:3:forces:R:3:lowdin_spin:R:1
C 2.549425 -1.466941 -0.904100 0.2 -0.3 -0.1 0.0001
C -2.749145 -1.971706 0.232598 -0.3 -0.2 -0.2 0.0015
O 2.407866 -0.249378 1.067230 -0.8 0.0 0.3 0.0070
O -2.045823 0.231721 0.307288 -0.3 0.3 -0.3 0.1275
C -1.224220 -0.469856 1.069775 0.8 -0.1 0.3 0.0167
H -2.459807 -2.697028 -0.532723 -0.1 0.2 0.2 0.0001
Hg -0.912780 2.449041 -0.231569 0.5 -0.1 0.1 0.6644
O -1.569204 -1.711480 1.056829 0.0 -0.2 0.1 0.0031
H 3.922235 -1.632322 0.817657 -0.3 0.1 0.0 0.0000
H 2.010297 -2.343658 -1.274125 0.2 0.2 0.1 0.0000
H 3.438521 -1.281629 -1.517098 -0.3 0.0 0.1 0.0001
O 1.694281 -0.316518 -1.008810 -1.0 -0.3 0.1 0.0051
H -2.968694 -0.504610 -1.400333 -0.1 0.0 0.3 0.0009
C 2.857163 -1.531066 0.592884 0.0 -0.4 0.1 0.0013
C 1.620356 0.309745 0.161952 2.6 1.3 -0.9 0.0132
H -4.051009 -0.204034 0.006749 0.2 -0.1 -0.1 0.0002
H -3.520346 -2.391430 0.883870 0.2 0.1 -0.2 0.0002
C -3.081851 -0.593083 -0.316054 -0.4 -0.2 -0.2 0.0063
H 2.285541 -2.309237 1.112107 0.2 0.2 -0.1 0.0002
O 1.234312 1.468388 0.245692 -1.1 -0.4 0.4 0.1520
```
Positions in Å, forces in eV/Å.

---

(4)
Below is a structure of composition C22H25AgF4N4S2, with properties calculated with ωB97M-V with the def2-TZVPD basis set.

Results
Spin multiplicity = 1
LUMO energy = 0.286 eV
Maximum force = 0.09 eV/Å
Charge = 0
Energy = -65719.6267 eV
Kohn-Sham gap = 0.2581 hartree
Relative energy (zero: lowest compared OMol25 entry of this formula, charge and spin) = 0.0 kcal/mol
HOMO = -0.2476 Eh

XYZ file:
```
58
Properties=species:S:1:pos:R:3:forces:R:3:lowdin_charge:R:1
H 0.048141 -2.229938 4.496561 0.0 0.0 0.0 0.1142
H 0.605358 -1.846628 -0.343141 0.0 0.0 0.0 0.0969
H 1.304830 1.728049 5.546707 0.0 0.0 0.0 0.1117
C 1.225434 0.933690 4.817125 0.0 0.0 0.0 -0.0664
C 3.430293 2.537189 -2.741341 0.0 0.0 0.0 -0.2186
H 0.267755 -0.425671 6.168136 0.0 0.0 0.0 0.1108
H 1.547568 -1.177228 -2.212822 0.0 0.0 0.0 0.0991
C -1.428081 -1.735894 0.305445 0.0 0.0 0.0 -0.2609
H -1.293206 -3.088004 -3.979291 0.0 0.0 0.0 0.0666
C -2.797674 0.897820 4.502596 0.0 0.0 0.0 0.0370
C -1.875362 0.006722 1.901709 -0.1 0.0 0.0 -0.2231
C -2.050581 -2.792133 -3.251004 0.0 0.0 0.0 -0.0741
H -2.566848 -1.133441 -1.975941 0.0 0.0 0.0 0.1015
N -0.496435 -1.242712 -1.973840 0.0 0.0 0.0 -0.2349
Ag -0.749588 1.055645 -0.830011 -0.1 0.0 -0.1 0.6124
C -1.993399 1.685139 3.697715 0.0 0.0 0.0 -0.2420
H -1.216719 -2.411883 1.143034 0.0 0.0 0.0 0.1094
S -0.518938 2.878394 -2.406941 0.0 0.0 0.1 0.5889
H -3.015532 -2.792183 -3.759317 0.0 0.0 0.0 0.0765
H 3.283904 2.464330 -4.909054 0.0 0.0 0.0 0.0785
C -1.561515 1.271307 2.463783 0.0 0.0 0.0 -0.1805
C 1.542258 0.120052 2.586705 0.0 0.0 0.0 -0.2304
C -1.774315 -1.405883 -2.674475 0.0 0.0 0.0 -0.2586
C 1.929472 0.358293 1.226958 0.0 0.0 0.0 -0.1463
H -0.051843 -1.001699 -4.821186 0.0 0.0 0.0 0.0701
H -0.425520 -3.125904 -0.986139 0.0 0.0 0.0 0.1182
S 1.677238 4.030248 -4.048089 0.0 0.0 0.0 0.9324
N 2.217421 0.558148 0.132017 0.1 0.0 0.0 0.1760
C 0.668556 -0.627286 -4.093167 0.0 0.0 0.0 -0.0865
C 0.515335 -1.292935 4.225009 0.0 0.0 0.0 -0.0570
N -1.350295 -0.346391 0.714713 0.0 0.0 0.0 -0.0801
C -3.154220 -0.324766 3.972561 0.0 0.0 0.0 -0.2351
F -3.963450 -1.136059 4.679755 0.0 0.0 0.0 0.0775
H -1.811502 -0.660524 -3.470369 0.0 0.0 0.0 0.1027
H 2.095630 2.092245 3.230086 0.0 0.0 0.0 0.1243
F -3.221251 -1.948971 2.303830 0.0 0.0 0.0 0.0577
H 0.859529 -1.873662 2.184210 0.0 0.0 0.0 0.1112
H 1.923219 1.533291 -1.571435 0.0 0.0 0.0 0.0444
H -3.138436 1.225432 5.472113 0.0 0.0 0.0 0.1263
F -0.760584 2.110137 1.761206 0.0 0.0 0.0 0.0197
H 3.845971 3.232580 -2.006703 0.0 0.0 0.0 0.1247
C -2.732947 -0.757413 2.731932 0.0 0.0 0.0 -0.1505
H -2.423790 -2.024954 -0.053914 0.0 0.0 0.0 0.1069
C 1.674798 1.141030 3.525280 0.0 0.0 0.0 -0.0279
H 1.653530 -0.661736 -4.561325 0.0 0.0 0.0 0.0752
N 2.076360 2.167493 -2.355688 0.0 0.0 0.0 -0.0583
C 0.679059 -1.453144 -2.817279 0.0 0.0 0.0 -0.2665
H 4.060443 1.650259 -2.779219 0.0 0.0 0.0 0.1246
C 0.640471 -0.276935 5.163263 0.0 0.0 0.0 -0.0627
H 0.420865 0.413679 -3.877388 0.0 0.0 0.0 0.0400
H 4.077665 3.928824 -4.290183 0.0 0.0 0.0 0.0789
C 3.294087 3.199002 -4.105264 0.0 0.0 0.0 -0.4191
C 1.093695 2.911167 -2.835923 0.0 0.0 0.0 -1.1477
H 0.802729 -2.519323 -3.068300 0.0 0.0 0.0 0.1149
F -1.584640 2.888926 4.146259 0.0 0.0 0.0 0.0752
C 0.970273 -1.100904 2.932434 0.0 0.0 0.0 -0.0296
C -0.386329 -2.048969 -0.758817 0.0 0.0 0.0 -0.2163
H -2.088885 -3.555917 -2.473573 0.0 0.0 0.0 0.0683
```
Positions in Å, forces in eV/Å.